Computed, not measured: a molecular structure, C4H10N3 in a non-equilibrium geometry, with the ωB97M-V functional and the def2-TZVPD basis.

The geometry in XYZ format:
```
17
Properties=species:S:1:pos:R:3
C -1.085 -0.993 0.312
C 2.157 1.139 0.100
C 1.150 1.258 -1.058
C 0.635 1.120 0.275
N -1.552 -2.246 0.456
N -1.677 -0.267 -0.615
N 0.095 -0.584 0.713
H 2.565 0.214 0.347
H 2.763 1.920 0.438
H 1.163 2.221 -1.470
H 0.877 0.586 -1.827
H 0.116 1.706 0.899
H -2.462 -2.638 0.077
H -1.157 -2.906 1.223
H -2.467 -0.648 -0.980
H -1.626 0.822 -0.521
H 0.504 -0.705 1.631
```

Output
Energy relative to the best compared isomer or geometry (same formula, charge and spin) in kcal/mol: 62.0
Total energy in eV: -8771.9100
Charge: +1
Orbital gap in eV: 11.850

***

Computed, not measured: C4H10N2O2S in the gas phase in a non-equilibrium geometry, with the ωB97M-V functional and the def2-TZVPD basis.

The geometry in XYZ format:
```
19
Properties=species:S:1:pos:R:3
C -0.067 -0.466 1.313
C 1.441 -0.140 1.014
C -1.584 1.168 0.682
C -0.323 -1.000 -1.871
N -1.004 -0.045 0.269
N -0.236 0.176 -1.084
O 1.511 1.932 -0.633
O 2.269 -0.271 -1.441
S 1.350 0.501 -0.612
H -0.186 -1.529 1.301
H -0.526 -0.183 2.231
H 1.968 0.567 1.651
H 1.922 -1.224 1.051
H -2.061 1.697 -0.127
H -2.511 0.999 1.261
H -0.987 1.891 1.216
H 0.711 -1.466 -2.118
H -0.785 -1.751 -1.305
H -0.900 -0.854 -2.798
```

Output
Energy relative to the best compared isomer or geometry (same formula, charge and spin) in kcal/mol: 57.1
SMILES: CN1CCS(=O)(=O)N1C
Total energy in eV: -22217.4029
Orbital gap in eV: 10.532

***

Computed, not measured: 2 unconnected molecules or ions with the total composition C4H14N2O in a non-equilibrium geometry, with the ωB97M-V functional and the def2-TZVPD basis.

The geometry in XYZ format:
```
21
Properties=species:S:1:pos:R:3
C -0.576 -0.415 1.094
C -0.282 0.837 0.271
C -1.536 1.168 -0.565
N -1.656 2.652 -0.734
C 0.518 -0.950 2.026
N 1.599 -1.634 1.333
H -1.440 -0.195 1.728
H -0.870 -1.242 0.436
H -0.059 1.683 0.916
H 0.575 0.756 -0.399
H -1.409 0.765 -1.565
H -2.408 0.786 -0.055
H -2.151 2.983 0.052
H -2.158 2.880 -1.579
H 0.034 -1.528 2.823
H 0.886 -0.047 2.535
H 1.192 -2.469 0.934
H 2.363 -1.792 1.968
H 2.494 -1.073 -4.461
H 2.690 -1.956 -3.203
O 2.194 -1.207 -3.556
```

Output
Energy relative to the best compared isomer or geometry (same formula, charge and spin) in kcal/mol: 30.2
SMILES: NCCCCN.O
Total energy in eV: -9402.2979
Orbital gap in eV: 9.987

***

Computed, not measured: C18H19ClN4O2S in the gas phase in a non-equilibrium geometry, with the ωB97M-V functional and the def2-TZVPD basis.

The geometry in XYZ format:
```
45
Properties=species:S:1:pos:R:3
C 4.412 3.876 -0.441
C 4.273 2.591 -0.173
C 3.044 1.996 0.422
C 3.339 1.149 1.648
H 3.806 1.768 2.412
H 2.414 0.740 2.047
H 4.011 0.331 1.397
H 2.298 2.758 0.647
S 2.254 0.930 -0.875
C 0.644 0.887 -0.248
N 0.238 1.540 0.833
C -1.076 1.245 0.934
C -1.477 0.412 -0.096
N -0.344 0.190 -0.852
C -0.247 -0.678 -2.000
C 0.785 -1.758 -1.801
C 1.863 -1.868 -2.670
C 2.823 -2.848 -2.500
C 2.722 -3.738 -1.444
C 1.657 -3.647 -0.566
C 0.697 -2.665 -0.748
Cl -0.632 -2.592 0.362
H 1.563 -4.335 0.259
H 3.468 -4.503 -1.301
H 3.651 -2.914 -3.189
H 1.949 -1.168 -3.488
H -1.242 -1.114 -2.142
H 0.015 -0.083 -2.881
C -2.820 -0.051 -0.227
O -3.275 -0.768 -1.101
N -3.625 0.431 0.809
C -3.257 1.263 1.857
O -4.050 1.620 2.703
N -1.939 1.672 1.893
C -1.475 2.542 2.950
H -2.313 2.730 3.618
H -0.659 2.061 3.489
H -1.115 3.479 2.525
C -5.014 0.001 0.764
H -5.501 0.425 -0.115
H -5.508 0.343 1.670
H -5.050 -1.085 0.691
H 5.070 1.890 -0.382
H 5.318 4.274 -0.864
H 3.625 4.584 -0.242
```

Output
Energy relative to the best compared isomer or geometry (same formula, charge and spin) in kcal/mol: 2.1
SMILES: C=C[C@H](C)Sc1nc2c(c(=O)n(C)c(=O)n2C)n1Cc1ccccc1Cl
Total energy in eV: -52388.9516
Orbital gap in eV: 8.475

***

Computed, not measured: 2 unconnected molecules or ions with the total composition C9H9N3O2 in a non-equilibrium geometry, with the ωB97M-V functional and the def2-TZVPD basis.

The geometry in XYZ format:
```
23
Properties=species:S:1:pos:R:3
C -0.744 4.646 -1.886
C 0.333 4.131 -1.131
C 0.437 2.709 -1.181
C -0.587 1.895 -1.697
C -1.665 2.646 -2.099
C 0.616 -1.663 0.797
C -0.281 -2.816 0.209
C -0.374 -3.943 0.959
C 1.247 -3.124 2.656
H -0.736 5.594 -2.149
H 1.024 4.831 -0.984
H 1.192 2.130 -0.644
H -0.757 0.782 -1.674
H -2.394 1.939 -2.482
H 1.993 -1.187 2.327
H -1.131 -2.709 -0.527
H -0.746 -4.912 0.587
H 0.479 -4.924 2.791
N -1.827 3.926 -2.195
N 1.437 -2.000 1.896
N 0.162 -3.987 2.268
O 0.696 -0.493 0.405
O 1.626 -3.471 3.754
```

Output
Energy relative to the best compared isomer or geometry (same formula, charge and spin) in kcal/mol: 84.1
SMILES: O=c1cc[nH]c(=O)[nH]1.c1ccncc1
Total energy in eV: -18042.1076
Orbital gap in eV: 9.440

***

Computed, not measured: a molecular structure, C20H44BN4O12Pb in a non-equilibrium geometry, with the ωB97M-V functional and the def2-TZVPD basis.

The geometry in XYZ format:
```
82
Properties=species:S:1:pos:R:3
Pb 0.950 0.051 0.128
O -1.052 4.013 1.548
C -2.048 3.545 1.053
O -3.184 4.154 0.862
B -4.175 3.148 0.382
O -3.416 1.875 0.327
C -2.175 2.084 0.593
O -1.263 1.293 0.576
O -4.670 3.480 -0.936
C -5.978 3.734 -0.880
O -6.688 4.044 -1.774
C -6.423 3.403 0.555
O -5.340 3.088 1.271
O -7.523 3.468 1.001
C 1.083 4.672 -1.205
C 0.870 3.141 -1.132
C 1.449 2.365 -2.309
O 1.159 0.967 -2.241
C 1.329 0.394 -3.542
N 1.261 2.675 0.226
H 2.132 4.919 -1.368
H 0.695 5.102 -0.286
H 0.516 5.071 -2.048
H -0.187 2.886 -1.254
H 2.493 2.614 -2.540
H 0.886 2.768 -3.160
H 1.194 -0.686 -3.469
H 2.355 0.575 -3.866
H 0.564 0.744 -4.234
H 0.631 3.148 0.878
H 2.208 2.997 0.414
C 5.140 -2.054 -1.627
C 3.663 -1.748 -1.258
C 3.270 -2.703 -0.150
O 1.959 -2.370 0.367
C 1.535 -3.436 1.210
N 3.574 -0.353 -0.805
H 5.478 -1.347 -2.386
H 5.313 -3.040 -2.059
H 5.750 -1.974 -0.727
H 2.985 -1.966 -2.086
H 3.988 -2.554 0.671
H 3.293 -3.757 -0.423
H 0.495 -3.266 1.490
H 2.063 -3.447 2.166
H 1.565 -4.413 0.725
H 4.002 0.201 -1.546
H 4.259 -0.268 -0.052
C -1.906 -0.743 -2.661
C -1.943 -1.587 -1.397
C -2.914 -2.749 -1.545
O -3.197 -3.303 -0.287
C -4.137 -4.361 -0.414
N -0.572 -1.969 -0.989
H -1.210 0.063 -2.445
H -2.902 -0.338 -2.849
H -1.644 -1.242 -3.597
H -2.323 -0.960 -0.585
H -2.475 -3.448 -2.273
H -3.824 -2.370 -2.022
H -4.543 -4.696 0.534
H -3.674 -5.242 -0.878
H -4.918 -4.054 -1.115
H -0.694 -2.715 -0.297
H -0.140 -2.531 -1.729
C 2.694 0.245 4.584
C 1.970 -0.375 3.353
C 0.456 -0.310 3.537
O -0.166 -0.875 2.391
C -1.531 -1.255 2.649
N 2.376 0.432 2.172
H 2.859 -0.452 5.411
H 2.044 0.998 5.039
H 3.670 0.677 4.374
H 2.244 -1.428 3.318
H 0.068 0.708 3.682
H 0.193 -0.851 4.452
H -1.787 -1.870 1.782
H -2.140 -0.353 2.704
H -1.681 -1.909 3.509
H 3.369 0.194 2.144
H 2.397 1.430 2.366
```

Output
Energy relative to the best compared isomer or geometry (same formula, charge and spin) in kcal/mol: 6.1
Total energy in eV: -57907.4627
Charge: +1
Orbital gap in eV: 8.208

***

Computed, not measured: a molecular structure, C7H6N2O4V in a non-equilibrium geometry, with the ωB97M-V functional and the def2-TZVPD basis.

The geometry in XYZ format:
```
20
Properties=species:S:1:pos:R:3
V 0.000 0.025 -1.018
O -0.006 3.162 -1.404
C -0.004 1.992 -1.405
C 0.003 -1.940 -1.285
O 0.004 -3.098 -1.180
C 1.969 0.020 -1.400
O 3.131 -0.006 -1.350
C -1.969 0.015 -1.399
O -3.131 -0.013 -1.347
H -0.001 0.382 -3.768
H 0.000 -0.371 -3.775
N -0.024 -1.109 1.545
C -0.016 -0.756 2.812
C 0.016 0.636 2.886
C 0.027 1.146 1.599
N 0.002 0.048 0.786
H -0.046 -2.043 1.144
H -0.032 -1.487 3.583
H 0.029 1.252 3.771
H 0.049 2.147 1.207
```

Output
Energy relative to the best compared isomer or geometry (same formula, charge and spin) in kcal/mol: 0.0
Total energy in eV: -44176.9411
Multiplicity: 3
Charge: +3
Orbital gap (spin up / spin down) in eV: 7.142 / 7.107

***

Computed, not measured: C5H7ClINO2 in the gas phase in a non-equilibrium geometry, with the ωB97M-V functional and the def2-TZVPD basis.

The geometry in XYZ format:
```
17
Properties=species:S:1:pos:R:3
C -0.911 -0.392 -0.369
C -0.519 0.751 0.478
C 0.038 -1.544 -0.201
C 0.970 1.086 0.291
C 1.903 0.043 0.749
N -0.043 -2.267 1.089
O 0.783 -3.117 1.262
O -0.976 -1.897 1.864
Cl 1.347 2.579 1.189
I 3.795 -0.191 -0.148
H -1.851 -0.707 0.001
H -1.010 -0.215 -1.514
H -1.255 1.670 0.273
H -0.650 0.469 1.567
H 0.340 -2.090 -1.081
H 1.132 1.473 -0.834
H 2.017 -0.347 1.788
```

Output
Energy relative to the best compared isomer or geometry (same formula, charge and spin) in kcal/mol: 82.2
Total energy in eV: -31500.4249
Orbital gap (spin up / spin down) in eV: 7.230 / 8.264

***

Computed, not measured: a molecular structure, ClH2O in a non-equilibrium geometry, with the ωB97M-V functional and the def2-TZVPD basis.

The geometry in XYZ format:
```
4
Properties=species:S:1:pos:R:3
O -0.757 0.071 0.340
H -0.520 0.992 0.595
H -0.021 -0.221 -0.244
Cl 1.297 -0.841 -0.691
```

Output
Energy relative to the best compared isomer or geometry (same formula, charge and spin) in kcal/mol: 22.8
Total energy in eV: -14603.7953
Charge: -1
Orbital gap in eV: 8.655

***

Computed, not measured: a gas-phase ion, C3H10NS2 (charge +1) in a non-equilibrium geometry, with the ωB97M-V functional and the def2-TZVPD basis.

The geometry in XYZ format:
```
16
Properties=species:S:1:pos:R:3
N -2.202 -0.389 0.849
C -1.866 1.022 0.587
C -1.084 1.180 -0.756
S 0.377 0.059 -1.292
S 0.880 -0.773 0.500
C 2.855 -0.406 0.580
H -1.249 -0.855 0.829
H -2.778 -0.713 1.650
H -2.674 -0.687 -0.033
H -2.777 1.605 0.498
H -1.290 1.384 1.585
H -0.605 2.098 -0.483
H -1.695 1.422 -1.602
H 2.787 0.625 0.931
H 3.209 -1.038 1.420
H 2.959 -0.471 -0.532
```

Output
Energy relative to the best compared isomer or geometry (same formula, charge and spin) in kcal/mol: 42.7
SMILES: CSSCC[NH3+]
Total energy in eV: -26425.6971
Charge: +1
Orbital gap in eV: 8.713

***

Computed, not measured: 2 unconnected molecules or ions with the total composition H2 in a non-equilibrium geometry, with the ωB97M-V functional and the def2-TZVPD basis.

The geometry in XYZ format:
```
2
Properties=species:S:1:pos:R:3
H 0.000 0.000 0.531
H 0.000 0.000 -0.531
```

Output
Energy relative to the best compared isomer or geometry (same formula, charge and spin) in kcal/mol: 5.1
Total energy in eV: -28.6266
Multiplicity: 2
Charge: -1
Orbital gap (spin up / spin down) in eV: 8.164 / 12.745

***

Computed, not measured: 2 unconnected molecules or ions with the total composition C5H10ClNO in a non-equilibrium geometry, with the ωB97M-V functional and the def2-TZVPD basis.

The geometry in XYZ format:
```
18
Properties=species:S:1:pos:R:3
C 1.276 -1.073 -0.500
C -1.717 0.407 1.426
C 0.242 1.161 -1.478
C -1.385 -0.664 0.480
C 0.752 0.245 -0.376
N 1.999 -1.679 0.330
O 1.198 1.022 0.674
Cl 0.626 -1.803 -2.072
H -2.018 1.350 1.062
H -2.424 0.141 2.162
H -0.892 0.578 2.073
H -0.129 1.956 -0.793
H 1.026 1.500 -2.283
H -0.428 0.721 -2.116
H -1.751 -0.577 -0.462
H -0.856 -1.514 0.806
H 2.421 -2.547 0.042
H 2.059 0.776 1.025
```

Output
Energy relative to the best compared isomer or geometry (same formula, charge and spin) in kcal/mol: 89.9
Total energy in eV: -21403.6356
Orbital gap (spin up / spin down) in eV: 7.664 / 8.233